A molecular structure, C3H7NO. Source: the Open Molecules 2025 dataset; level of theory: the ωB97M-V functional and the def2-TZVPD basis.

Summary:
molar mass: 73.09 g mol⁻¹
relative energy (zero: lowest compared OMol25 entry of this formula, charge and spin): 472.9 kJ/mol
HOMO energy: -0.345 Eh
frontier orbital gap: 10.3 eV

Structure (XYZ):
```
12
Properties=species:S:1:pos:R:3:forces:R:3
C -1.497678 -0.689119 0.210874 -0.21 0.05 0.54
N 1.403145 0.103621 -0.426279 0.98 0.39 2.63
C 0.534353 0.796307 0.281696 1.44 0.04 -1.68
C -0.749142 0.521349 -0.341072 1.32 -1.68 -1.27
O 2.613737 -0.129794 0.301012 -0.04 0.34 -0.62
H 3.212521 -0.484187 -0.373651 -0.19 0.17 0.17
H 0.113552 -0.130423 -1.200058 -3.38 1.43 0.34
H 0.839159 1.624446 0.924402 0.00 -0.74 0.61
H -1.396550 1.393839 -0.443669 0.10 -0.13 -0.64
H -2.342041 -0.950176 -0.431450 0.10 0.07 0.03
H -1.886346 -0.492345 1.216411 -0.10 -0.07 -0.06
H -0.844710 -1.563519 0.281785 -0.02 0.14 -0.05
```
Forces are in eV/Å.